[1]
{"formula": "C7H19NO2", "method": "ωB97M-V with the def2-TZVPD basis set", "smiles": "C=C(C)C.NOCO.CC", "gap_ev": 10.384, "lumo_ha": 0.03419, "total_energy_ha": -483.24328, "species": ["C", "C", "C", "C", "H", "H", "H", "H", "H", "H", "H", "H", "N", "O", "C", "O", "H", "H", "H", "H", "H", "C", "C", "H", "H", "H", "H", "H", "H"], "coordinates": [[1.426, -1.282, 0.115], [1.740, -0.265, -0.699], [2.740, 0.784, -0.326], [1.119, -0.126, -2.055], [0.863, -2.129, -0.254], [1.921, -1.412, 1.064], [2.305, 1.777, -0.389], [3.572, 0.755, -1.031], [3.134, 0.627, 0.672], [0.938, 0.925, -2.298], [0.175, -0.670, -2.115], [1.809, -0.528, -2.812], [-2.192, -3.479, 1.001], [-1.894, -2.234, 1.658], [-2.385, -1.151, 0.907], [-1.614, -0.867, -0.202], [-1.395, -3.691, 0.390], [-2.191, -4.162, 1.752], [-3.396, -1.374, 0.544], [-2.407, -0.318, 1.627], [-0.613, -0.754, 0.073], [-0.298, 2.068, 0.936], [-0.602, 2.834, -0.345], [0.447, 2.581, 1.533], [-1.198, 1.954, 1.536], [0.025, 1.049, 0.711], [-1.065, 3.784, -0.113], [0.309, 3.040, -0.901], [-1.274, 2.263, -0.978]], "nbo_charge": [-0.49, 0.08, -0.65, -0.67, 0.20, 0.21, 0.22, 0.22, 0.22, 0.22, 0.23, 0.23, -0.53, -0.43, 0.22, -0.77, 0.33, 0.35, 0.16, 0.14, 0.50, -0.61, -0.61, 0.20, 0.20, 0.20, 0.20, 0.19, 0.21]}



[2]
{"formula": "C7H19NOP", "method": "ωB97M-V with the def2-TZVPD basis set", "smiles": "CCCC[P@@](C)(O)=[N+](C)C", "gap_ev": 10.653, "total_charge": 1, "lumo_ha": -0.10570, "total_energy_ha": -749.20720, "species": ["C", "C", "C", "C", "P", "C", "O", "N", "C", "C", "H", "H", "H", "H", "H", "H", "H", "H", "H", "H", "H", "H", "H", "H", "H", "H", "H", "H", "H"], "coordinates": [[3.960, -0.754, 0.732], [2.615, -0.900, 0.106], [1.862, 0.383, -0.016], [0.626, 0.241, -0.971], [-0.851, -0.168, -0.016], [-1.558, -1.694, -0.596], [-0.482, -0.505, 1.472], [-1.851, 1.210, -0.015], [-2.679, 1.291, -1.197], [-2.579, 1.627, 1.224], [4.331, -1.667, 1.130], [3.994, 0.011, 1.460], [4.664, -0.541, -0.084], [1.916, -1.680, 0.634], [2.833, -1.376, -0.874], [1.438, 0.723, 0.976], [2.348, 1.426, -0.318], [0.823, -0.518, -1.726], [0.418, 1.137, -1.454], [-2.231, -2.250, 0.217], [-0.648, -2.264, -0.783], [-2.074, -1.568, -1.506], [0.026, -1.360, 1.606], [-2.824, 2.345, -1.575], [-2.298, 0.648, -2.003], [-3.641, 1.030, -0.816], [-1.851, 1.487, 1.954], [-2.885, 2.630, 1.119], [-3.401, 1.055, 1.320]], "nbo_charge": [-0.61, -0.39, -0.41, -0.79, 2.10, -1.04, -0.98, -0.75, -0.42, -0.38, 0.23, 0.21, 0.22, 0.16, 0.22, 0.22, 0.25, 0.26, 0.27, 0.29, 0.26, 0.27, 0.55, 0.23, 0.20, 0.20, 0.22, 0.22, 0.19]}